DFT (ωB97M-V/def2-TZVPD) results for a molecular structure, C32H47AgAsN3OSb.

Geometry as XYZ:
```
86
Properties=species:S:1:pos:R:3:forces:R:3
Ag -0.532830 0.471639 -0.059876 0.30 0.01 -0.58
C -1.566685 -1.095490 -0.833199 -0.29 -0.23 0.03
C -2.716530 -1.531002 -0.676236 0.12 -0.06 -0.03
C -4.010022 -2.046924 -0.441417 0.17 0.11 0.06
C -4.155850 -3.005827 0.630440 0.04 0.08 -0.03
C -5.300564 -3.816542 0.804248 0.01 0.03 0.02
C -5.400320 -4.718901 1.847948 -0.01 -0.03 0.00
C -4.364107 -4.882596 2.759768 0.03 -0.07 0.11
C -3.212821 -4.117070 2.593937 -0.04 -0.05 0.01
C -3.106390 -3.207504 1.561204 -0.09 0.03 -0.02
C -5.111858 -1.395265 -1.115612 0.00 0.07 0.01
C -4.918821 -0.762682 -2.368038 0.02 -0.03 0.08
C -5.921162 -0.037099 -2.980616 -0.05 0.06 -0.02
C -7.172378 0.106667 -2.386600 -0.08 0.03 -0.01
C -7.384978 -0.493134 -1.149278 -0.02 0.03 -0.08
C -6.388162 -1.224550 -0.529742 0.06 -0.03 -0.01
H -6.107771 -3.744312 0.086899 -0.02 -0.01 0.02
H -6.301177 -5.315486 1.952239 0.00 -0.01 -0.05
H -4.446182 -5.593342 3.573589 -0.01 0.00 0.00
H -2.389439 -4.230085 3.292556 0.02 0.01 -0.02
H -2.214591 -2.604441 1.450433 0.06 -0.03 -0.01
H -3.944008 -0.845119 -2.833684 0.01 -0.01 0.00
H -5.729484 0.435204 -3.939295 0.03 -0.03 0.00
H -7.955808 0.680578 -2.867006 0.01 -0.01 -0.01
H -8.341725 -0.368943 -0.651717 0.01 -0.02 0.02
H -6.563949 -1.624868 0.459836 -0.05 -0.03 -0.01
C 0.383994 5.559823 2.496109 -0.02 0.02 -0.03
C 1.027503 4.349750 1.832836 0.06 -0.15 -0.23
Sb -0.313358 2.914724 0.880295 -0.60 0.37 0.33
C -1.712376 4.407592 0.139719 0.14 0.01 0.07
C -2.808699 4.824762 1.109525 0.04 0.05 0.05
C -1.388178 2.059851 2.567832 0.03 0.41 0.26
C -1.572905 2.887638 3.837703 0.03 -0.01 -0.04
H 1.149524 6.224365 2.908785 -0.01 -0.01 0.00
H -0.280071 5.273768 3.311342 -0.02 0.05 -0.03
H -0.190810 6.139451 1.773285 -0.06 0.02 0.07
H 1.665498 3.817925 2.536244 -0.01 -0.12 0.00
H 1.676481 4.690337 1.021296 0.04 -0.06 0.01
H -2.165466 3.992105 -0.758472 0.10 -0.08 -0.01
H -1.111063 5.270693 -0.163960 0.02 -0.03 -0.02
H -3.416580 3.958224 1.366668 -0.03 0.02 0.05
H -3.463792 5.582626 0.668859 -0.01 -0.04 -0.02
H -2.392522 5.250574 2.023982 -0.06 -0.01 0.01
H -0.840000 1.145996 2.799711 0.00 -0.03 -0.12
H -2.355900 1.770453 2.161495 0.03 -0.01 -0.11
H -0.616560 3.241958 4.235938 -0.03 0.03 0.06
H -2.063134 2.299183 4.618846 0.03 -0.01 0.00
H -2.195583 3.763227 3.656796 0.04 0.03 0.04
C 2.751598 -4.089897 -1.694659 -0.06 0.21 0.05
As 1.922213 -2.370217 -1.133621 0.29 -0.25 -0.07
C 0.809329 -3.152394 0.261526 -0.05 0.02 0.08
C 3.407231 -1.695602 0.070431 -0.26 0.00 -0.14
C 4.217960 -2.730275 0.758764 0.09 -0.04 0.10
C 5.373878 -3.242741 0.165255 0.00 0.05 0.02
C 6.130946 -4.218932 0.791287 0.04 -0.02 0.01
C 5.748731 -4.712758 2.030954 -0.01 -0.03 0.01
C 4.597381 -4.222210 2.629224 0.01 -0.02 0.04
C 3.844262 -3.240450 2.002842 -0.02 0.07 0.01
H 3.166994 -4.631601 -0.845294 -0.02 -0.02 0.01
H 3.535773 -3.929615 -2.434976 -0.01 0.04 0.00
H 1.964540 -4.690310 -2.151583 -0.02 0.02 -0.01
H 1.340871 -3.897051 0.855759 0.07 0.02 -0.01
H -0.060342 -3.605462 -0.212187 -0.02 0.04 -0.02
H 0.433578 -2.343207 0.888095 -0.02 -0.06 0.03
H 2.856378 -1.071369 0.778172 0.00 0.02 -0.03
H 4.036911 -1.054533 -0.548537 -0.03 0.02 -0.02
H 5.682168 -2.862194 -0.802070 -0.01 0.00 -0.01
H 7.025456 -4.596131 0.310803 0.00 0.00 -0.01
H 6.341617 -5.471109 2.526160 -0.01 -0.02 -0.01
H 4.283309 -4.604743 3.592675 0.00 0.01 0.01
H 2.956503 -2.849315 2.486268 -0.03 -0.02 -0.01
C 4.797338 0.925523 3.730310 -0.18 0.02 0.06
N 3.725672 0.742993 2.778769 0.07 0.05 0.05
C 2.441247 1.161815 2.935921 -0.01 -0.18 -0.37
N 2.117181 1.709786 4.145113 0.02 0.13 0.08
O 1.626131 1.075263 2.019847 0.28 -0.05 0.35
H 5.732195 0.611868 3.274391 -0.01 -0.04 0.00
H 4.640555 0.321686 4.629415 0.08 0.00 0.01
H 4.894127 1.975776 4.019408 0.04 -0.02 0.02
H 3.925250 0.369845 1.866911 0.01 -0.02 -0.01
H 2.687474 1.580516 4.960932 -0.01 -0.04 -0.03
H 1.142078 1.916767 4.277554 -0.03 -0.06 0.03
N -3.559478 1.687802 -0.111349 -0.22 0.10 0.11
H -3.458883 0.698608 0.108393 0.08 -0.10 -0.07
H -3.383124 1.727729 -1.109592 0.03 -0.09 -0.07
H -4.554308 1.880353 -0.014625 0.01 -0.01 -0.01
```
Positions in Å, forces in eV/Å.

Output
- energy above the lowest of the compared OMol25 structures with the same formula, charge and spin (kcal/mol) = 28.7
- total charge = -1
- Kohn-Sham gap (eV) = 3.79